{"formula": "C46H78BrNP2SiV", "method": "ωB97M-V with the def2-TZVPD basis set", "species": ["V", "C", "C", "C", "P", "C", "C", "C", "C", "C", "C", "C", "C", "C", "N", "C", "C", "C", "C", "C", "C", "P", "C", "C", "C", "C", "C", "C", "H", "H", "H", "H", "H", "H", "H", "H", "H", "H", "H", "H", "H", "H", "H", "H", "H", "H", "H", "H", "H", "H", "H", "H", "H", "H", "H", "H", "H", "H", "H", "H", "H", "H", "H", "H", "C", "C", "C", "C", "C", "C", "C", "C", "C", "C", "H", "H", "H", "H", "H", "H", "H", "H", "H", "H", "H", "H", "H", "H", "H", "C", "C", "C", "C", "Si", "Br", "C", "C", "C", "C", "C", "C", "C", "C", "H", "H", "H", "H", "H", "H", "H", "H", "H", "H", "H", "H", "H", "H", "H", "H", "H", "H", "H", "H", "H", "H", "H", "H", "H", "H", "H"], "positions_angstrom": [[0.66, -1.72, 0.07], [-3.49, -1.11, 0.19], [-3.00, -2.19, 1.15], [-3.28, -3.56, 0.52], [-1.21, -1.96, 1.59], [-0.96, -2.98, 3.15], [-2.04, -4.00, 3.50], [-0.67, -2.12, 4.38], [-1.18, -0.23, 2.20], [-2.18, 0.32, 2.98], [-2.08, 1.59, 3.53], [-0.91, 2.31, 3.30], [0.11, 1.79, 2.51], [-0.01, 0.53, 1.92], [0.97, -0.03, 1.09], [2.13, 0.77, 0.82], [2.03, 1.97, 0.13], [3.14, 2.74, -0.15], [4.40, 2.32, 0.28], [4.51, 1.12, 0.97], [3.40, 0.32, 1.24], [3.50, -1.33, 2.04], [5.33, -1.55, 2.26], [6.03, -1.78, 0.92], [5.61, -2.75, 3.18], [2.91, -0.90, 3.75], [3.78, 0.08, 4.51], [2.59, -2.14, 4.59], [-4.50, -1.37, -0.17], [-2.85, -1.04, -0.69], [-3.53, -0.12, 0.64], [-3.56, -2.11, 2.08], [-2.96, -3.56, -0.52], [-4.36, -3.75, 0.52], [-2.79, -4.40, 1.01], [-0.05, -3.54, 2.91], [-3.01, -3.52, 3.68], [-1.76, -4.51, 4.43], [-2.18, -4.77, 2.75], [-1.58, -1.64, 4.74], [0.06, -1.33, 4.20], [-0.29, -2.76, 5.18], [-3.07, -0.27, 3.19], [-2.87, 2.01, 4.14], [-0.78, 3.29, 3.73], [1.00, 2.38, 2.34], [1.04, 2.30, -0.18], [3.03, 3.67, -0.70], [5.28, 2.92, 0.08], [5.49, 0.81, 1.30], [5.73, -0.66, 2.74], [5.80, -2.78, 0.54], [7.11, -1.71, 1.05], [5.73, -1.07, 0.14], [4.91, -3.57, 3.01], [5.56, -2.49, 4.24], [6.62, -3.13, 2.99], [1.95, -0.41, 3.54], [4.70, -0.40, 4.88], [3.25, 0.46, 5.39], [4.07, 0.94, 3.90], [3.49, -2.64, 4.93], [1.99, -2.87, 4.04], [2.03, -1.86, 5.48], [0.55, -3.80, -0.90], [0.04, -2.83, -1.83], [1.10, -1.92, -2.12], [2.26, -2.36, -1.41], [1.90, -3.50, -0.66], [2.82, -4.39, 0.14], [3.64, -1.81, -1.63], [1.12, -0.92, -3.24], [-1.26, -2.87, -2.59], [-0.14, -5.02, -0.37], [2.44, -4.58, 1.14], [3.81, -3.96, 0.25], [2.92, -5.35, -0.37], [3.78, -1.61, -2.70], [4.41, -2.52, -1.33], [3.83, -0.87, -1.11], [1.66, -1.33, -4.11], [1.62, 0.01, -2.96], [0.11, -0.66, -3.57], [-1.05, -2.90, -3.67], [-1.91, -2.01, -2.41], [-1.83, -3.77, -2.37], [0.42, -5.92, -0.62], [-1.14, -5.12, -0.78], [-0.25, -5.01, 0.72], [-1.73, 1.98, -5.14], [-2.86, 2.15, -4.11], [-3.91, 3.12, -4.70], [-3.50, 0.76, -3.96], [-2.17, 2.81, -2.45], [-1.08, 1.08, -1.52], [-3.52, 3.28, -1.19], [-4.11, 4.67, -1.50], [-4.67, 2.25, -1.21], [-2.99, 3.28, 0.26], [-0.82, 4.15, -2.65], [-0.46, 4.77, -1.29], [-1.30, 5.28, -3.58], [0.49, 3.57, -3.22], [-2.15, 1.50, -6.03], [-0.92, 1.34, -4.77], [-1.29, 2.92, -5.46], [-4.20, 2.75, -5.69], [-3.53, 4.13, -4.82], [-4.81, 3.17, -4.09], [-3.88, 0.46, -4.95], [-4.33, 0.73, -3.27], [-2.77, 0.01, -3.64], [-4.51, 4.75, -2.51], [-3.38, 5.47, -1.37], [-4.94, 4.87, -0.81], [-5.23, 2.27, -2.14], [-5.36, 2.50, -0.40], [-4.31, 1.23, -1.04], [-2.20, 4.01, 0.44], [-2.62, 2.30, 0.57], [-3.83, 3.55, 0.92], [-1.28, 5.33, -0.85], [0.37, 5.47, -1.44], [-0.14, 4.02, -0.56], [-2.22, 5.74, -3.25], [-1.44, 4.94, -4.61], [-0.53, 6.06, -3.61], [0.92, 2.81, -2.56], [1.22, 4.39, -3.29], [0.39, 3.14, -4.21]], "e_tot_ev": -172647.0293, "charge": 0, "s2": 0.784, "spin_multiplicity": 2, "homo_ev": [-6.622, -6.086], "gap_ev": [7.32, 6.77]}